{"formula": "C33H70N4O25", "method": "wB97M-V/def2-TZVPD", "homo_lumo_gap_ev": 9.22, "homo_energy_ev": -8.9, "smiles": "COC(=O)OC.COC(=O)OC.COC(=O)OC.COC(=O)OC.COC(=O)OC.COC(=O)OC.COC(=O)OC.CNC(C)=O.CNC(C)=O.CNC(C)=O.CNC(C)=O", "total_energy_ha": -3399.49495, "species": ["C", "O", "C", "O", "O", "C", "H", "H", "H", "H", "H", "H", "C", "O", "C", "O", "O", "C", "H", "H", "H", "H", "H", "H", "C", "O", "C", "O", "O", "C", "H", "H", "H", "H", "H", "H", "C", "O", "C", "O", "O", "C", "H", "H", "H", "H", "H", "H", "C", "O", "C", "O", "O", "C", "H", "H", "H", "H", "H", "H", "C", "O", "C", "O", "O", "C", "H", "H", "H", "H", "H", "H", "C", "O", "C", "O", "O", "C", "H", "H", "H", "H", "H", "H", "C", "N", "C", "C", "O", "H", "H", "H", "H", "H", "H", "H", "C", "N", "C", "C", "O", "H", "H", "H", "H", "H", "H", "H", "C", "N", "C", "C", "O", "H", "H", "H", "H", "H", "H", "H", "C", "N", "C", "C", "O", "H", "H", "H", "H", "H", "H", "H"], "coordinates": [[4.2214, -6.5364, -2.4824], [3.1631, -6.3466, -1.4876], [3.1276, -5.1521, -0.8885], [2.4315, -5.0230, 0.0879], [3.7364, -4.1818, -1.6050], [3.6500, -2.9151, -0.8750], [5.2020, -6.2966, -2.0751], [3.9089, -5.9817, -3.3465], [4.1934, -7.5891, -2.5557], [2.7106, -2.4311, -1.0504], [4.4282, -2.3375, -1.3303], [3.7879, -3.1446, 0.2052], [-5.1719, -4.9788, 3.2233], [-5.1840, -3.7451, 3.9858], [-4.2975, -2.8269, 3.5939], [-4.3581, -1.6433, 3.8915], [-3.3070, -3.3542, 2.8459], [-2.4169, -2.4391, 2.2101], [-4.4656, -5.6847, 3.5440], [-5.0221, -4.8262, 2.1784], [-6.2143, -5.1884, 3.3613], [-2.1848, -2.8692, 1.2971], [-1.5024, -2.3443, 2.8159], [-2.8039, -1.4427, 1.9754], [2.5178, 0.6488, 2.5422], [3.0615, 0.1590, 1.3452], [3.3907, 1.0529, 0.4427], [3.2634, 2.2641, 0.5758], [3.9944, 0.3573, -0.6145], [4.1766, 1.1245, -1.7859], [2.1081, 1.6441, 2.4210], [3.3829, 0.6725, 3.2320], [1.7720, -0.0665, 2.8745], [3.2782, 1.0882, -2.4160], [4.9705, 0.6606, -2.3734], [4.4596, 2.1532, -1.5341], [3.5915, -0.7635, -6.2168], [4.6934, -1.6620, -6.1537], [4.9788, -2.2689, -5.0110], [4.3395, -2.1757, -3.9918], [5.9930, -3.0945, -5.1202], [6.3973, -3.7513, -3.8648], [3.5064, -0.2490, -5.2158], [2.7171, -1.3968, -6.4809], [3.7252, -0.0634, -7.0291], [6.8859, -3.1204, -3.1422], [7.0839, -4.5024, -4.2459], [5.4889, -4.1882, -3.4389], [-1.8101, 7.7883, 1.9257], [-1.3142, 6.5901, 2.5418], [-0.4743, 5.9554, 1.7361], [-0.0741, 6.2385, 0.6460], [-0.1824, 4.7925, 2.3389], [0.7389, 3.9009, 1.7296], [-2.9085, 7.7109, 1.9347], [-1.4382, 7.8495, 0.8917], [-1.5283, 8.6433, 2.5343], [0.2971, 2.9735, 1.4508], [1.4606, 3.6715, 2.5287], [1.2727, 4.4263, 0.9110], [-0.2919, -5.5507, -1.3687], [0.4268, -4.6609, -2.1602], [0.4435, -4.9401, -3.4708], [0.0034, -5.9377, -4.0398], [0.9618, -3.8747, -4.0990], [0.9835, -3.9613, -5.4897], [-1.3623, -5.2885, -1.4837], [0.0801, -5.4494, -0.3351], [-0.0257, -6.5385, -1.7240], [1.5590, -4.7810, -5.8874], [1.2625, -3.0023, -5.9324], [-0.0705, -4.1994, -5.8302], [-1.0156, 0.6753, 1.6515], [-0.2886, 0.8104, 0.4415], [-0.2709, -0.2857, -0.2968], [-0.8863, -1.2847, -0.0512], [0.5480, -0.0734, -1.3053], [0.5458, -0.9992, -2.4100], [-0.5891, -0.0926, 2.2670], [-2.0706, 0.4734, 1.3649], [-1.0167, 1.6467, 2.1220], [-0.2717, -0.6875, -3.0111], [0.3832, -2.0082, -1.9674], [1.3932, -0.9077, -3.0560], [-4.6585, 1.2640, 5.2598], [-4.3315, 1.1891, 3.8343], [-4.4601, 2.2444, 2.9919], [-4.4599, 3.6092, 3.6271], [-4.4987, 2.0718, 1.7745], [-5.6461, 1.6369, 5.4193], [-3.9742, 1.9528, 5.7304], [-4.4928, 0.2517, 5.7068], [-4.4392, 0.2859, 3.3597], [-4.4948, 4.3268, 2.8162], [-3.5699, 3.7799, 4.1913], [-5.3289, 3.8745, 4.2850], [-2.4286, 3.5195, -0.2922], [-3.3903, 2.5042, -0.6587], [-3.1300, 1.6267, -1.6699], [-4.0116, 0.4501, -1.7219], [-2.1370, 1.7088, -2.4391], [-1.8504, 3.2020, 0.5553], [-2.8829, 4.4666, -0.1685], [-1.6922, 3.6375, -1.0857], [-3.9418, 2.1136, 0.0723], [-4.4564, 0.2315, -0.7737], [-3.3674, -0.3457, -1.9998], [-4.7445, 0.5506, -2.4988], [1.2552, 3.2378, -2.1741], [0.3605, 2.9417, -3.3046], [0.6483, 2.0730, -4.2626], [-0.4046, 1.9336, -5.2892], [1.7555, 1.6024, -4.3862], [0.7900, 4.0346, -1.5830], [2.2808, 3.6515, -2.4496], [1.4141, 2.4095, -1.5035], [-0.5893, 3.1196, -3.0646], [-1.2939, 1.5626, -4.7922], [-0.1415, 1.3603, -6.1253], [-0.6876, 2.9721, -5.6202], [-0.8043, 0.1881, 5.6091], [-0.4000, 1.4486, 6.1871], [-0.2823, 2.5711, 5.4252], [0.0033, 3.8302, 6.3104], [-0.5852, 2.5807, 4.2461], [-0.0293, -0.1740, 4.9054], [-1.7571, 0.2728, 5.0905], [-0.9465, -0.5192, 6.4402], [-0.3529, 1.4436, 7.1787], [0.3123, 4.5873, 5.6208], [0.8742, 3.6998, 6.9908], [-0.9112, 4.1528, 6.8197]], "forces_ev_per_angstrom": [[-0.995, 0.162, 1.472], [1.380, 0.239, -0.142], [-1.616, -0.183, -0.806], [0.764, 0.457, 0.070], [-0.525, -0.370, 1.605], [0.741, -0.779, 0.278], [-0.091, 0.508, -0.131], [0.431, 0.009, -0.646], [0.027, -1.115, -0.905], [-0.606, 0.036, -0.061], [0.400, 0.476, 0.137], [0.005, 0.549, -0.848], [-1.817, 1.269, 0.065], [1.305, 0.683, -0.616], [0.752, 1.029, 0.066], [-0.260, -1.532, -0.078], [-1.147, 0.379, 0.478], [0.565, 0.964, 1.138], [0.727, -0.909, 0.915], [0.209, 0.472, -0.683], [-0.296, -1.336, 0.019], [0.646, -0.926, -1.643], [-0.356, 0.024, -0.174], [-0.389, -0.387, 0.534], [0.777, 0.119, 1.065], [-0.183, -0.857, -0.942], [1.136, 0.817, -1.264], [0.217, -1.852, -0.805], [-1.282, 1.034, 2.223], [0.104, 0.457, -0.988], [-0.124, -0.029, 0.015], [-0.724, 0.148, 0.163], [-0.012, 0.011, 0.067], [0.083, 0.262, 0.265], [0.074, -0.064, 0.277], [-0.178, -0.209, -0.148], [-0.934, -0.395, 1.510], [1.487, -0.301, -0.769], [-1.455, -0.030, 0.713], [-0.349, 0.675, 0.351], [1.452, -0.056, 0.085], [-0.978, -0.617, -1.442], [-0.398, -0.440, -1.285], [0.197, 0.696, 0.531], [0.472, 0.099, -0.026], [0.046, 0.634, -0.046], [0.017, -0.114, 0.315], [0.410, 0.025, 0.119], [-0.903, 0.105, -0.089], [0.081, 0.855, -0.607], [0.460, -2.717, 0.441], [0.011, 0.988, -0.575], [-0.680, 0.363, 0.491], [1.820, 1.276, 0.413], [0.367, 0.067, -0.085], [-0.177, 0.215, 0.548], [0.195, 0.036, -0.091], [-0.572, -0.342, -0.556], [-0.093, 0.068, -0.376], [-0.422, -0.676, 0.341], [-0.470, -0.650, 0.872], [0.987, 1.027, -1.484], [-0.888, -0.678, -0.771], [0.861, 1.580, 1.263], [0.496, -0.128, 1.097], [-2.315, -0.259, -1.708], [0.441, -0.581, 0.318], [-0.357, 0.170, -0.525], [-0.593, -0.458, 0.172], [0.644, -0.188, 0.157], [0.191, -0.191, 0.462], [1.024, 0.389, 0.165], [-1.611, 0.583, -0.797], [0.556, 0.533, 0.251], [0.492, 0.133, -0.644], [-0.464, -0.747, -0.009], [1.012, 0.555, -0.479], [-1.051, -1.016, 1.417], [0.044, -0.340, 0.404], [0.545, -0.182, 0.528], [0.262, 0.015, 0.350], [-1.102, -0.113, -0.624], [0.281, 0.555, -0.821], [1.023, 0.171, 0.394], [1.245, -1.062, -0.393], [-0.564, -0.216, -0.460], [0.133, -0.546, 0.503], [-1.318, 0.789, -0.318], [-0.107, 0.162, 0.466], [-0.858, -0.054, 0.225], [0.305, 0.211, 0.313], [-0.392, 0.914, -0.417], [0.123, 0.395, 0.583], [0.130, 0.144, -0.137], [0.741, -0.017, 0.418], [0.609, -0.736, -0.486], [0.628, -0.749, -0.908], [0.876, -0.474, -1.631], [2.347, 0.999, -0.057], [-0.075, -0.132, -0.211], [-1.777, 0.300, 0.923], [0.055, 0.091, 0.746], [-0.563, 0.937, 0.499], [-0.162, -0.136, -0.180], [-0.573, 0.227, 0.617], [-0.517, -0.071, 0.504], [0.447, -0.986, -0.248], [-0.550, 0.116, -0.302], [0.923, 1.063, -0.387], [0.733, 1.076, 2.150], [0.316, 0.733, -0.782], [-1.738, 1.856, 0.551], [1.536, -1.156, -0.039], [-0.059, -0.130, -0.153], [-1.371, -0.700, -0.150], [-0.026, -0.528, 0.054], [-0.747, -0.170, -0.257], [-0.331, -0.315, -0.092], [0.541, -0.909, -0.957], [0.308, -0.966, 0.126], [0.175, -0.446, -0.017], [0.048, -0.502, -0.838], [-1.139, 0.543, 1.880], [0.775, -0.782, -0.867], [0.670, 0.051, 0.233], [-0.482, -0.009, 0.348], [-0.031, 0.052, -0.236], [0.221, 0.072, -0.437], [0.325, 0.602, 0.488], [-0.048, 0.713, -0.398], [-0.872, -0.208, -0.161], [0.284, -0.198, 0.015]]}